(1)
Here is C42H34CsF3IN6O5Sb as an isolated structure from the Open Molecules 2025 dataset. Energies are from ωB97M-V with the def2-TZVPD basis set.

Calculated values
**E**: -86617.76683 eV
**HOMO level (spin up / spin down)**: -0.015 / -0.014 Eh
**Charge**: -2
**Energy relative to the best compared isomer or geometry (same formula, charge and spin)**: 576.3 kJ/mol
**Multiplicity**: 1

Positions of all 93 atoms, in Å:
Cs (0.01910, -1.80787, 0.82418)
C (-0.79599, -6.05598, 4.47190)
C (0.17322, -5.11449, 5.09415)
N (0.79215, -5.37109, 6.21823)
C (1.65164, -4.55312, 6.82186)
C (2.01459, -3.31197, 6.31961)
C (3.13073, -2.49544, 7.05977)
O (2.75966, -1.12628, 7.14944)
C (1.42188, -2.96864, 5.08683)
C (1.71611, -1.72053, 4.39987)
N (0.87062, -0.83437, 3.98038)
C (-0.07751, -0.17067, 4.69050)
C (-0.75782, -0.73362, 5.79036)
C (-1.23726, 0.11279, 6.77987)
C (-1.29376, 1.48101, 6.54121)
C (-1.00002, 1.98501, 5.26192)
C (-0.33061, 1.16837, 4.32972)
I (0.27911, 1.99849, 2.57563)
C (0.52705, -3.86700, 4.35508)
O (0.12742, -3.67639, 3.18385)
H (-0.52882, -6.18951, 3.40628)
H (-1.82114, -5.65893, 4.55252)
H (-0.72159, -6.98477, 5.08175)
H (2.15552, -5.02302, 7.68326)
H (4.18291, -2.63429, 6.66936)
H (3.06526, -2.84729, 8.13830)
H (3.28937, -0.58254, 6.55190)
H (2.78456, -1.52675, 4.17667)
H (-0.87822, -1.80341, 5.76804)
H (-1.65843, -0.29234, 7.72232)
H (-1.50750, 2.18529, 7.37336)
H (-1.09767, 3.07548, 5.10351)
N (-4.54643, -0.98769, -2.06084)
N (-3.48425, -0.77140, -1.19466)
C (-2.45116, 0.08441, -1.53271)
O (-1.35971, 0.10471, -0.91406)
O (-2.78405, 0.80906, -2.60108)
H (-5.44466, -0.81000, -1.61953)
H (-4.42606, -0.26797, -2.76947)
H (-3.37392, -1.39725, -0.42494)
O (1.48155, -0.86401, -1.29359)
C (2.73896, -1.06811, -1.32339)
C (3.74632, -0.08790, -1.07535)
C (5.07533, -0.30755, -1.38231)
C (5.48221, -1.57186, -1.81543)
C (4.63128, -2.64393, -1.74437)
C (3.25862, -2.41488, -1.55897)
C (2.33100, -3.57267, -1.62671)
N (1.42411, -3.95366, -0.68394)
C (0.98511, -5.19213, -1.10843)
C (1.57350, -5.52668, -2.31963)
N (2.40757, -4.51833, -2.63410)
H (3.43383, 0.84057, -0.64073)
H (5.78925, 0.54922, -1.38570)
H (6.42920, -1.74421, -2.25626)
H (4.91473, -3.66837, -1.86571)
H (0.21157, -5.74240, -0.61450)
H (1.51048, -6.49228, -2.78594)
H (3.02299, -4.41386, -3.43842)
F (-6.82050, 5.84553, -4.09166)
C (-5.72120, 5.02940, -4.03820)
C (-5.82113, 3.73430, -3.54150)
C (-4.62691, 3.06000, -3.34316)
C (-3.34160, 3.59029, -3.64474)
C (-3.28220, 4.88493, -4.20302)
C (-4.46760, 5.64050, -4.34753)
Sb (-1.56405, 2.54603, -3.17900)
C (-0.67626, 1.69157, -5.05063)
C (-1.44816, 1.42521, -6.20391)
C (-0.86035, 1.12015, -7.43978)
C (0.52544, 0.87380, -7.44903)
F (1.08903, 0.50318, -8.63599)
C (1.34229, 1.07271, -6.31955)
C (0.71983, 1.48432, -5.13807)
C (-0.63798, 3.96833, -1.73049)
C (0.42112, 3.54760, -0.91295)
C (1.22340, 4.48748, -0.29024)
C (1.01971, 5.86225, -0.63951)
F (1.86657, 6.76235, -0.11756)
C (-0.06821, 6.26245, -1.43371)
C (-0.95555, 5.29039, -1.89800)
H (-6.76168, 3.24495, -3.31472)
H (-4.62634, 2.02098, -2.96145)
H (-2.32414, 5.41286, -4.41315)
H (-4.37108, 6.62702, -4.75131)
H (-2.50107, 1.60605, -6.14818)
H (-1.51921, 1.02826, -8.29482)
H (2.43657, 1.00984, -6.37333)
H (1.40374, 1.62318, -4.32373)
H (0.49183, 2.52811, -0.54723)
H (2.10964, 4.26502, 0.34872)
H (-0.22900, 7.28558, -1.65327)
H (-1.85686, 5.63844, -2.41016)

Atom charges from the Mulliken analysis, given in e for atoms 1 to 8:
1. Cs 1.09
2. C -1.17
3. C 0.66
4. N -0.69
5. C -1.14
6. C 1.21
7. C -0.50
8. O -0.50

---

(2)
Here is C42H34N4O4TeTi as an isolated structure from the Open Molecules 2025 dataset. Energies are from ωB97M-V with the def2-TZVPD basis set.

Calculated values
**E**: -88667.26302 eV
**HOMO level (spin up / spin down)**: -0.214 / -0.284 Eh
**Charge**: 0
**Energy relative to the best compared isomer or geometry (same formula, charge and spin)**: 34.8 kJ/mol
**Multiplicity**: 3
**Expectation value of S²**: 2.026

Positions of all 86 atoms, in Å:
Ti (0.61940, -0.69941, -1.60173)
O (-1.55145, -5.49528, -2.79642)
C (-0.93543, -5.68157, -1.61239)
C (-1.17464, -6.87736, -0.93428)
C (-0.55647, -7.12215, 0.27489)
C (0.31142, -6.19269, 0.84485)
C (0.54375, -5.00407, 0.18072)
C (-0.07487, -4.73337, -1.04299)
C (0.18743, -3.44142, -1.69406)
O (0.90513, -2.55976, -1.01697)
N (-0.28532, -3.18079, -2.87741)
N (0.04622, -1.85790, -3.18071)
C (0.05529, -1.39296, -4.41809)
C (0.62917, -0.10500, -4.54893)
C (0.89112, 0.52107, -5.78780)
C (1.52067, 1.72944, -5.81537)
C (1.91142, 2.33999, -4.60065)
C (1.66252, 1.67292, -3.43516)
N (1.05357, 0.46814, -3.37278)
H (-1.25296, -4.62781, -3.15438)
H (-1.84790, -7.59458, -1.38328)
H (-0.75130, -8.05625, 0.78803)
H (0.79313, -6.39406, 1.79112)
H (1.20519, -4.24765, 0.58179)
H (-0.27137, -1.98752, -5.26306)
H (0.58023, 0.03087, -6.70014)
H (1.72211, 2.21251, -6.76214)
H (2.39422, 3.30548, -4.57651)
H (1.93537, 2.09878, -2.47600)
C (-1.71862, 3.92007, 3.13912)
C (-1.48377, 2.89530, 2.06383)
C (-2.53098, 2.18434, 1.47840)
C (-2.32219, 1.24697, 0.48173)
C (-3.49470, 0.46205, -0.02579)
O (-3.43412, -0.74000, -0.14564)
C (-4.78332, 1.18902, -0.29589)
C (-5.96856, 0.47318, -0.15982)
C (-7.17885, 1.08294, -0.44242)
C (-7.20631, 2.40088, -0.88335)
C (-6.02460, 3.11005, -1.03973)
C (-4.81271, 2.50521, -0.73562)
C (-1.02565, 0.99979, 0.03937)
O (-0.85112, 0.19775, -1.00948)
C (0.07400, 1.63709, 0.64646)
C (-0.20392, 2.60688, 1.62581)
C (1.49275, 1.34035, 0.34818)
N (1.84793, 0.37863, -0.45863)
C (3.26627, 0.05670, -0.74311)
C (4.12945, -0.45222, 0.38663)
Te (3.65977, -2.29858, 1.33468)
C (2.17521, -1.57173, 2.59799)
C (2.46763, -1.23546, 3.91788)
C (1.46042, -0.77495, 4.75620)
C (0.16276, -0.63905, 4.27814)
C (-0.13733, -0.99264, 2.96915)
C (0.86194, -1.47974, 2.13681)
C (2.54420, 2.07917, 1.10419)
C (2.74484, 1.86802, 2.46205)
C (3.78904, 2.50400, 3.11380)
C (4.62748, 3.36935, 2.42358)
C (4.40959, 3.61078, 1.07373)
C (3.36878, 2.96792, 0.42060)
H (-2.78283, 4.09533, 3.29178)
H (-1.26116, 4.87522, 2.87991)
H (-1.29560, 3.60033, 4.09224)
H (-3.54533, 2.36629, 1.81796)
H (-5.91849, -0.55793, 0.16133)
H (-8.09959, 0.52731, -0.32680)
H (-8.15289, 2.87301, -1.11105)
H (-6.04272, 4.12984, -1.39901)
H (-3.88681, 3.05259, -0.86248)
H (0.62066, 3.15170, 2.06390)
H (3.73367, 0.94972, -1.16795)
H (3.27799, -0.69985, -1.53840)
H (4.32617, 0.28820, 1.15829)
H (5.09672, -0.69738, -0.06020)
H (3.48058, -1.32191, 4.28936)
H (1.68975, -0.51485, 5.78157)
H (-0.61841, -0.27017, 4.92954)
H (-1.15172, -0.90484, 2.59808)
H (0.63592, -1.80556, 1.12747)
H (2.09195, 1.19415, 3.00111)
H (3.94948, 2.32039, 4.16789)
H (5.44297, 3.86068, 2.93627)
H (5.04532, 4.29711, 0.53101)
H (3.19341, 3.16098, -0.63087)

Atom charges from the Mulliken analysis, given in e for atoms 1 to 8:
1. Ti -0.12
2. O -0.69
3. C 0.36
4. C -0.71
5. C -0.28
6. C -0.89
7. C -0.12
8. C 0.04

---

(3)
Here is C42H34N6O3PReS2 as an isolated structure from the Open Molecules 2025 dataset. Energies are from ωB97M-V with the def2-TZVPD basis set.

Calculated values
**E**: -92252.30931 eV
**HOMO level (spin up / spin down)**: -0.521 / -0.552 Eh
**Charge**: +3
**Energy relative to the best compared isomer or geometry (same formula, charge and spin)**: 527.9 kJ/mol
**Multiplicity**: 2
**Expectation value of S²**: 1.246

Positions of all 89 atoms, in Å:
Re (-0.21298, -0.44718, 1.27798)
C (-2.69639, -3.78628, 0.22287)
C (-3.04598, -3.36052, -1.04968)
C (-2.85913, -2.02700, -1.39081)
C (-2.28174, -1.16991, -0.47312)
N (-1.85226, -1.61509, 0.72658)
C (-2.09295, -2.88570, 1.07806)
C (-2.12708, 0.32812, -0.67336)
C (-2.57843, 1.36900, -2.61264)
C (-2.61631, 2.80263, -2.64598)
C (-1.72747, 3.36382, -1.67200)
C (-1.17528, 2.25320, 0.20739)
N (-1.58514, 0.91161, 0.51451)
C (-0.18882, 2.75653, 1.22553)
C (0.34467, 4.03885, 1.19787)
C (1.21494, 4.42492, 2.20480)
C (1.51975, 3.52352, 3.21257)
C (0.97670, 2.25327, 3.14052)
N (0.15007, 1.88096, 2.16653)
H (-2.85975, -4.80705, 0.53722)
H (-3.47812, -4.05119, -1.76148)
H (-3.14796, -1.67734, -2.37417)
H (-1.77301, -3.18295, 2.06749)
H (-2.88105, 0.84281, -3.51651)
H (-3.35966, 3.36833, -3.20236)
H (-1.36399, 4.36209, -1.91469)
H (0.08673, 4.73036, 0.40512)
H (1.64539, 5.41741, 2.20437)
H (2.16819, 3.79895, 4.03219)
H (1.20586, 1.51133, 3.89659)
C (3.97109, -3.78932, 2.03804)
N (3.32200, -2.78604, 2.87433)
C (3.87848, -2.21720, 3.99744)
C (2.95207, -1.41679, 4.55402)
N (1.80898, -1.49300, 3.76236)
C (2.08362, -2.30969, 2.70502)
S (1.08743, -2.62523, 1.35611)
C (0.53465, -1.06410, 4.22159)
C (0.31333, -1.13688, 5.59208)
C (-0.88523, -0.70268, 6.12525)
C (-1.85701, -0.23036, 5.25636)
C (-1.59123, -0.24233, 3.90740)
N (-0.41820, -0.63782, 3.37051)
H (4.72892, -4.29747, 2.62761)
H (4.44233, -3.31876, 1.18023)
H (3.23450, -4.51436, 1.70176)
H (4.88907, -2.42601, 4.30387)
H (3.01684, -0.80368, 5.43450)
H (1.07117, -1.55710, 6.23635)
H (-1.06107, -0.75457, 7.19094)
H (-2.81116, 0.12143, 5.62081)
H (-2.33647, 0.07784, 3.19074)
O (3.89711, -0.99717, 0.30129)
S (2.54050, -0.67987, -0.09800)
O (1.85892, 0.23637, 0.90036)
O (0.24190, -1.03091, -1.01519)
C (2.71508, 0.40516, -1.59843)
C (3.98093, 0.93120, -1.78085)
C (4.20961, 1.77091, -2.86290)
C (3.18121, 2.06376, -3.74653)
C (1.92216, 1.51493, -3.56522)
C (1.66903, 0.67031, -2.48300)
P (0.09189, -0.20432, -2.27648)
C (-1.28390, 0.95050, -1.86866)
C (-3.46293, 0.88952, -1.31467)
C (-4.24025, 1.84263, -0.48178)
C (-3.71230, 2.92940, 0.07029)
C (-2.29997, 3.32121, -0.13458)
C (-0.72439, 2.26290, -1.28742)
C (-0.20977, -1.18889, -3.73154)
C (-0.52202, -0.59117, -4.95405)
C (-0.59582, -1.37380, -6.09344)
C (-0.35775, -2.74086, -6.01273)
C (-0.06501, -3.33649, -4.79265)
C (0.01470, -2.56210, -3.64618)
H (4.77099, 0.67292, -1.08968)
H (5.19917, 2.17962, -3.01662)
H (3.36900, 2.70772, -4.59538)
H (1.13511, 1.73853, -4.27552)
H (-4.12638, 0.08826, -1.62489)
H (-5.28910, 1.61639, -0.33666)
H (-4.33402, 3.58858, 0.66364)
H (-2.10305, 4.27517, 0.34631)
H (0.32935, 2.44799, -1.47774)
H (-0.71245, 0.47536, -5.01674)
H (-0.83119, -0.91862, -7.04597)
H (-0.40052, -3.34473, -6.90927)
H (0.11306, -4.40198, -4.73932)
H (0.24820, -3.01183, -2.68852)

Atom charges from the Mulliken analysis, given in e for atoms 1 to 8:
1. Re 1.98
2. C -1.25
3. C -1.14
4. C -0.21
5. C 0.50
6. N 0.34
7. C 0.08
8. C 0.36

---

- Among the records above, which one has the lowest energy relative to the best compared isomer or geometry (same formula, charge and spin)?
  C42H34N4O4TeTi